C45H59As2N3O12PReS | the ωB97M-V functional and the def2-TZVPD basis

Output
Gap between HOMO and LUMO (spin up / spin down)   6.91 / 6.61 eV
Spin multiplicity   4
Net charge   +3
Energy relative to the best compared isomer or geometry (same formula, charge and spin)   0.0 kcal/mol
Expectation value of S²   3.792
Lowest unoccupied orbital energy (spin up / spin down)   -0.318 / -0.344 hartree
Strongest force on any atom   1.03 eV/Å
Calculated total energy   -220566.5944 eV

The geometry in XYZ format:
```
124
C45H59As2N3O12PReS, DFT the ωB97M-V functional and the def2-TZVPD basis
Re 0.84 0.20 0.33
C 3.15 -1.35 1.09
C 2.53 -2.54 1.36
C 1.32 -2.26 2.05
C 1.21 -0.87 2.31
C 2.38 -0.23 1.70
C 3.22 0.76 2.49
C 0.48 -0.39 3.54
C 0.42 -3.29 2.60
C 3.10 -3.91 1.16
C 4.48 -1.20 0.43
H 3.75 0.22 3.28
H 2.62 1.52 2.98
H 3.97 1.25 1.87
H 0.91 -0.88 4.42
H -0.58 -0.64 3.53
H 0.59 0.68 3.71
H 0.83 -3.62 3.57
H 0.37 -4.17 1.97
H -0.58 -2.91 2.79
H 3.48 -4.29 2.11
H 3.93 -3.90 0.45
H 2.36 -4.63 0.81
H 4.72 -0.17 0.18
H 4.55 -1.81 -0.47
H 5.26 -1.56 1.12
C -3.85 7.02 -0.05
C -4.32 5.76 0.66
S -2.94 4.76 1.18
O -2.73 3.68 0.23
O -1.82 5.60 1.52
C -3.45 3.95 2.70
C -2.25 3.59 3.56
N -1.08 3.08 2.81
C -1.03 1.92 2.14
N 0.17 1.78 1.55
C 0.89 2.91 1.84
C 0.13 3.71 2.60
N 0.55 5.01 3.10
O 1.50 5.49 2.52
O -0.03 5.48 4.05
C -2.16 0.95 2.10
H -4.72 7.59 -0.36
H -3.26 6.79 -0.94
H -3.24 7.64 0.61
H -4.91 5.11 0.01
H -4.90 5.99 1.55
H -4.04 3.08 2.39
H -4.09 4.61 3.27
H -2.53 2.83 4.30
H -1.89 4.46 4.10
H 1.90 3.09 1.52
H -2.67 0.90 3.06
H -1.81 -0.05 1.86
H -2.88 1.26 1.34
C 3.55 2.51 -0.66
P 1.96 1.83 -1.22
C 2.39 1.06 -2.79
C 2.98 -0.20 -2.77
C 3.48 -0.75 -3.94
C 3.39 -0.05 -5.13
C 2.80 1.21 -5.16
C 2.30 1.77 -3.99
C 0.88 3.24 -1.54
C 1.16 4.48 -0.98
C 0.34 5.57 -1.26
C -0.73 5.42 -2.13
C -1.01 4.18 -2.69
C -0.21 3.09 -2.39
H 3.83 3.27 -1.39
H 4.29 1.72 -0.68
H 3.53 2.97 0.33
H 3.05 -0.76 -1.85
H 3.94 -1.73 -3.91
H 3.78 -0.48 -6.04
H 2.73 1.75 -6.09
H 1.87 2.76 -4.02
H 2.01 4.64 -0.32
H 0.56 6.53 -0.82
H -1.34 6.28 -2.38
H -1.83 4.08 -3.38
H -0.42 2.13 -2.85
C 3.56 -5.58 -2.38
O 2.25 -5.29 -1.81
C 1.97 -4.05 -1.54
O 2.70 -3.09 -1.72
C 0.57 -3.80 -1.06
C -0.34 -4.71 -0.72
As -2.31 -4.56 -0.73
C -2.71 -5.24 1.06
C -2.49 -2.63 -0.43
C -1.61 -1.70 -0.80
As 0.28 -1.90 -1.21
C 0.19 -1.58 -3.12
C -1.92 -0.27 -0.98
O -1.08 0.61 -0.66
O -3.01 0.02 -1.59
C -3.34 1.41 -1.90
C -3.84 -2.20 0.08
O -3.98 -1.24 0.80
O -4.78 -3.04 -0.30
C -6.15 -2.81 0.16
C -0.05 -6.18 -0.56
O -0.68 -7.00 -1.17
O 0.84 -6.43 0.39
C 1.13 -7.84 0.61
H 3.46 -6.55 -2.86
H 4.29 -5.63 -1.57
H 3.83 -4.81 -3.09
H -2.49 -6.31 1.05
H -3.77 -5.11 1.23
H -2.14 -4.74 1.84
H -0.01 -0.53 -3.31
H -0.62 -2.20 -3.52
H 1.14 -1.85 -3.57
H -4.42 1.42 -2.01
H -2.86 1.66 -2.84
H -3.00 2.07 -1.10
H -6.57 -3.80 0.32
H -6.68 -2.29 -0.63
H -6.14 -2.23 1.08
H 1.96 -7.86 1.31
H 1.41 -8.31 -0.33
H 0.26 -8.33 1.02
```